{
  "formula": "C36H30CaN6O7S",
  "method": "the ωB97M-V functional and the def2-TZVPD basis",
  "symbols": ["Ca", "C", "O", "C", "C", "C", "C", "C", "C", "N", "N", "C", "C", "C", "C", "O", "C", "N", "C", "C", "C", "C", "H", "H", "H", "H", "H", "H", "H", "H", "H", "H", "H", "H", "O", "S", "O", "N", "C", "C", "C", "C", "C", "C", "C", "C", "N", "C", "C", "C", "C", "C", "C", "C", "H", "H", "H", "H", "H", "H", "H", "H", "H", "H", "H", "C", "C", "C", "O", "C", "O", "O", "H", "H", "H", "H", "H", "H", "H", "N", "C"],
  "coordinates": [[0.651, 1.698, 1.098], [-5.175, -6.601, 1.862], [-4.220, -6.435, 0.851], [-4.486, -5.494, -0.132], [-3.414, -5.131, -0.945], [-3.587, -4.240, -1.976], [-4.853, -3.696, -2.258], [-5.920, -4.080, -1.435], [-5.738, -4.943, -0.373], [-5.114, -3.020, -3.418], [-4.397, -2.174, -4.017], [-3.403, -1.401, -3.537], [-2.536, -0.925, -4.545], [-1.425, -0.185, -4.279], [-1.080, 0.245, -2.961], [-0.095, 0.972, -2.733], [-2.004, -0.177, -1.899], [-1.712, 0.255, -0.668], [-2.546, 0.016, 0.317], [-3.784, -0.598, 0.107], [-4.092, -1.073, -1.144], [-3.162, -0.947, -2.190], [-4.738, -7.293, 2.585], [-6.113, -7.032, 1.485], [-5.394, -5.651, 2.362], [-2.445, -5.559, -0.738], [-2.753, -3.967, -2.606], [-6.900, -3.668, -1.633], [-6.581, -5.172, 0.262], [-2.755, -1.230, -5.561], [-0.764, 0.114, -5.081], [-2.243, 0.385, 1.287], [-4.496, -0.674, 0.916], [-5.060, -1.514, -1.329], [1.679, 3.571, 1.845], [3.012, 3.172, 1.463], [3.775, 4.180, 0.752], [2.908, 1.774, 0.735], [3.984, 1.099, 0.319], [5.303, 1.503, 0.542], [6.386, 0.752, 0.103], [6.204, -0.433, -0.566], [4.899, -0.893, -0.818], [4.642, -2.099, -1.501], [3.351, -2.491, -1.722], [2.314, -1.665, -1.254], [2.513, -0.545, -0.612], [3.770, -0.139, -0.384], [3.825, 2.955, 3.075], [4.636, 3.973, 3.542], [5.108, 3.940, 4.843], [4.770, 2.878, 5.667], [3.980, 1.846, 5.186], [3.506, 1.881, 3.884], [5.477, 2.439, 1.051], [7.390, 1.114, 0.299], [7.046, -1.023, -0.905], [5.482, -2.693, -1.844], [3.129, -3.416, -2.239], [1.282, -1.944, -1.418], [4.868, 4.782, 2.865], [5.726, 4.743, 5.220], [5.127, 2.854, 6.688], [3.716, 1.019, 5.828], [2.872, 1.095, 3.497], [-1.740, 3.632, -1.567], [-0.653, 3.774, -0.502], [0.016, 5.149, -0.574], [0.328, 2.769, -0.677], [-1.342, 3.625, 0.901], [-2.010, 4.578, 1.310], [-1.201, 2.514, 1.461], [-1.300, 3.681, -2.565], [-2.485, 4.417, -1.453], [-2.229, 2.664, -1.455], [0.335, 5.395, -1.589], [0.879, 5.146, 0.088], [-0.691, 5.894, -0.218], [0.056, 2.149, -1.384], [0.958, -0.546, 3.660], [0.732, 0.126, 2.745]],
  "forces_ev_per_a": [[0.3, -2.4, -0.1], [-0.2, 0.0, 0.1], [0.2, 0.3, -0.3], [0.0, -0.2, 0.1], [-0.1, -0.2, 0.3], [-0.2, 0.2, -0.1], [0.5, -0.7, 1.1], [0.3, 0.4, -0.3], [0.1, -0.3, 0.4], [-1.0, 0.3, -1.1], [-0.5, -0.3, -0.6], [0.7, 0.4, 0.3], [-0.1, -0.1, 0.3], [0.3, 0.1, -0.2], [0.1, 0.1, -0.3], [0.0, 0.1, 0.1], [-0.4, -0.4, 0.0], [0.4, 0.1, 0.2], [-0.1, 0.1, 0.1], [-0.1, -0.1, -0.2], [0.0, 0.1, 0.3], [0.2, 0.2, 0.0], [-0.1, 0.1, -0.1], [0.1, 0.1, 0.0], [0.0, 0.0, 0.0], [0.1, -0.1, 0.0], [0.1, 0.0, 0.0], [-0.1, 0.0, -0.1], [0.0, -0.1, 0.0], [-0.1, 0.0, 0.0], [0.0, 0.1, 0.0], [-0.1, 0.0, 0.1], [0.0, 0.0, 0.1], [0.0, 0.0, 0.0], [-0.7, 0.2, 0.2], [2.4, 0.4, 0.1], [-0.1, -0.2, 0.2], [-0.6, 1.4, 0.9], [1.7, -0.4, -0.2], [-0.6, 0.1, 0.0], [0.3, -0.6, -0.3], [0.4, 0.2, 0.1], [-0.4, 0.1, 0.1], [-0.2, 0.0, 0.0], [0.4, 0.0, 0.0], [-0.2, 0.1, 0.1], [-0.6, 0.1, 0.1], [0.9, 0.0, 0.0], [-0.1, 0.1, -0.4], [0.0, 0.2, -0.2], [0.0, 0.0, 0.0], [0.0, -0.1, 0.1], [0.0, 0.0, 0.0], [-0.1, -0.1, -0.2], [0.1, 0.0, 0.0], [0.0, 0.0, 0.0], [0.1, 0.0, 0.0], [0.0, 0.0, 0.0], [-0.1, 0.0, 0.0], [-0.1, 0.0, 0.0], [0.1, 0.2, 0.0], [0.0, 0.0, 0.0], [0.0, 0.0, 0.1], [0.0, -0.1, 0.0], [-0.1, -0.1, 0.1], [0.1, -0.1, 0.1], [-0.7, 1.2, 0.0], [-0.1, -0.2, 0.1], [-0.2, 0.9, -1.9], [-0.7, 1.2, -0.6], [0.0, 0.1, -0.1], [-1.5, -0.1, 0.9], [0.0, 0.0, 0.0], [0.0, 0.1, 0.1], [-0.1, 0.0, -0.1], [0.0, -0.1, 0.0], [0.1, 0.1, 0.0], [0.0, 0.0, 0.0], [0.1, -0.3, -0.4], [0.1, -0.4, 0.5], [-0.1, -1.2, 1.1]],
  "de_lowest_kcal_mol": 28.0,
  "total_charge": -2,
  "multiplicity": 1,
  "total_energy_ha": -3321.0272,
  "orbital_gap_ev": 6.0693
}



{
  "formula": "C4H12NO2",
  "method": "the ωB97M-V functional and the def2-TZVPD basis",
  "symbols": ["C", "N", "C", "O", "C", "C", "H", "H", "H", "H", "H", "H", "H", "H", "H", "H", "H", "H", "O"],
  "coordinates": [[-0.307, -0.930, -0.008], [0.498, -0.236, -1.037], [1.926, -0.688, -1.012], [2.622, -0.441, 0.103], [-1.765, -0.542, -0.059], [-2.026, 0.938, 0.316], [0.152, -0.789, 0.972], [-0.176, -2.001, -0.192], [0.498, 0.746, -0.792], [2.355, -0.212, -1.911], [1.840, -1.775, -1.195], [-2.177, -0.721, -1.051], [-2.367, -1.149, 0.625], [-1.657, 1.113, 1.319], [-3.085, 1.155, 0.191], [-1.522, 1.585, -0.395], [1.417, 1.991, 1.144], [2.084, 0.615, 1.180], [1.690, 1.340, 1.802]],
  "forces_ev_per_a": [[1.0, -0.1, -0.4], [-0.6, -0.4, 0.2], [-0.2, 0.1, 0.3], [0.0, 0.3, 0.4], [-0.5, 0.6, 0.3], [0.2, -0.9, -0.8], [-0.3, 0.3, 0.3], [-0.2, -0.1, -0.2], [0.1, 0.2, 0.0], [0.1, 0.0, -0.3], [0.0, -0.3, -0.4], [0.1, -0.1, -0.2], [0.2, -0.2, 0.1], [-0.1, 0.3, 0.2], [-0.2, 0.1, 0.4], [0.3, 0.2, 0.0], [0.0, 0.0, 0.2], [-0.1, 0.1, 0.1], [0.1, -0.2, -0.5]],
  "de_lowest_kcal_mol": 3.2,
  "total_charge": -1,
  "multiplicity": 1,
  "total_energy_ha": -364.8504,
  "orbital_gap_ev": 7.0995
}



{
  "formula": "C41H68GeN6NiOP3S",
  "method": "the ωB97M-V functional and the def2-TZVPD basis",
  "symbols": ["Ni", "C", "C", "C", "P", "C", "N", "Ge", "N", "C", "P", "C", "C", "C", "C", "C", "C", "C", "C", "C", "C", "C", "C", "N", "C", "C", "C", "C", "C", "C", "C", "C", "C", "C", "C", "C", "N", "C", "P", "C", "C", "C", "C", "C", "C", "C", "C", "C", "H", "H", "H", "H", "H", "H", "H", "H", "H", "H", "H", "H", "H", "H", "H", "H", "H", "H", "H", "H", "H", "H", "H", "H", "H", "H", "H", "H", "H", "H", "H", "H", "H", "H", "H", "H", "H", "H", "H", "H", "H", "H", "H", "H", "H", "H", "H", "H", "H", "H", "H", "H", "H", "H", "H", "H", "H", "H", "H", "H", "O", "H", "H", "C", "N", "C", "N", "S", "H", "H", "H", "H", "H", "H"],
  "coordinates": [[-0.266, -0.347, 0.161], [1.058, -4.457, 1.053], [-0.259, -3.955, 0.405], [-0.890, -5.234, -0.214], [-0.098, -2.424, -0.721], [1.501, -2.634, -1.800], [2.453, -1.595, -1.440], [2.083, -0.315, -0.132], [2.505, 1.484, -0.796], [1.344, 2.395, -0.905], [-0.159, 1.363, -1.418], [-1.793, 2.338, -1.592], [-2.335, 2.702, -0.204], [-1.421, 3.622, -2.351], [0.383, 0.929, -3.228], [1.503, 1.828, -3.849], [-0.717, 0.843, -4.307], [3.724, 1.988, -0.335], [4.055, 3.345, -0.301], [5.292, 3.767, 0.281], [6.107, 2.806, 0.843], [5.764, 1.444, 0.863], [4.695, 1.053, 0.119], [4.404, -0.366, -0.200], [4.634, -0.679, -1.576], [5.752, -0.290, -2.325], [5.793, -0.490, -3.726], [4.784, -1.244, -4.325], [3.875, -1.860, -3.469], [3.626, -1.454, -2.138], [4.737, -1.387, 0.724], [5.766, -2.320, 0.552], [5.925, -3.348, 1.460], [5.092, -3.453, 2.596], [4.055, -2.546, 2.769], [3.800, -1.508, 1.804], [2.599, -0.811, 1.698], [1.585, -0.757, 2.740], [-0.161, 0.034, 2.364], [-0.115, 1.746, 3.243], [1.136, 2.496, 2.868], [-0.248, 1.602, 4.781], [-1.611, -0.848, 3.184], [-2.948, -0.027, 3.072], [-1.276, -1.281, 4.633], [-1.431, -2.502, -1.992], [-2.821, -2.490, -1.306], [-1.566, -3.596, -3.094], [0.935, -4.804, 2.114], [1.822, -3.697, 1.127], [1.427, -5.304, 0.410], [-0.921, -3.571, 1.218], [-0.326, -5.710, -1.061], [-1.908, -5.103, -0.466], [-0.853, -6.020, 0.558], [1.227, -2.634, -2.863], [1.887, -3.679, -1.619], [1.511, 3.146, -1.776], [1.064, 2.926, 0.023], [-2.536, 1.737, -2.065], [-1.584, 3.205, 0.358], [-2.709, 1.811, 0.356], [-3.219, 3.385, -0.245], [-2.315, 4.223, -2.365], [-1.233, 3.459, -3.385], [-0.610, 4.097, -1.878], [0.882, -0.060, -3.106], [1.192, 2.854, -4.150], [1.777, 1.366, -4.828], [2.450, 1.896, -3.355], [-0.457, 1.524, -5.158], [-1.632, 1.286, -3.857], [-0.921, -0.134, -4.659], [3.294, 4.092, -0.594], [5.645, 4.778, 0.291], [6.942, 3.155, 1.445], [6.464, 0.746, 1.411], [6.629, 0.130, -1.839], [6.658, -0.084, -4.277], [4.667, -1.399, -5.385], [3.234, -2.645, -3.904], [6.388, -2.277, -0.321], [6.680, -4.102, 1.211], [5.244, -4.260, 3.276], [3.399, -2.527, 3.640], [1.922, -0.326, 3.718], [1.250, -1.729, 2.967], [-1.005, 2.191, 2.866], [1.762, 2.618, 3.731], [0.941, 3.529, 2.557], [1.732, 2.033, 2.070], [0.161, 2.411, 5.376], [0.168, 0.691, 5.189], [-1.322, 1.587, 5.075], [-1.635, -1.697, 2.482], [-2.925, 0.763, 3.810], [-3.820, -0.701, 3.165], [-3.010, 0.471, 2.150], [-1.751, -0.693, 5.426], [-0.188, -1.382, 4.806], [-1.656, -2.337, 4.775], [-1.261, -1.526, -2.453], [-3.481, -2.086, -2.092], [-2.981, -1.867, -0.397], [-3.162, -3.529, -1.060], [-1.397, -4.545, -2.562], [-0.794, -3.565, -3.886], [-2.544, -3.579, -3.559], [-10.460, 1.785, 2.460], [-10.595, 0.811, 2.530], [-10.236, 2.135, 3.349], [-8.240, 3.509, 1.193], [-7.689, 2.925, -0.017], [-8.458, 2.435, -1.042], [-9.649, 3.039, -1.207], [-7.861, 1.138, -1.968], [-7.447, 3.617, 1.904], [-8.974, 2.822, 1.623], [-8.696, 4.466, 1.068], [-6.792, 2.421, 0.052], [-9.849, 3.933, -0.807], [-10.164, 2.856, -2.043]],
  "forces_ev_per_a": [[0.2, 0.4, -0.6], [0.1, -0.4, 0.0], [0.0, -0.4, 0.1], [1.1, -0.5, 0.4], [0.6, -2.3, -0.8], [-0.5, -0.7, 1.0], [-0.4, -1.1, 0.3], [-0.6, 1.2, -0.8], [-0.7, -0.7, 0.7], [-0.2, 0.8, -1.6], [-0.3, -0.2, -1.0], [2.0, 1.2, 1.1], [-1.4, -0.6, 0.0], [-2.0, -1.1, -0.1], [1.4, -0.3, -0.1], [-0.3, 0.1, -1.3], [-0.7, 2.3, 0.9], [0.4, 0.4, -0.2], [0.2, 0.8, 0.7], [-1.1, -1.5, -0.8], [-0.1, 0.2, 1.2], [1.9, 0.1, 0.3], [-1.1, -0.9, 0.1], [0.3, 1.2, 0.5], [0.7, -0.1, -0.7], [0.0, -0.2, -0.7], [0.5, 0.5, 0.8], [0.2, -0.2, 1.5], [-1.8, -0.7, -0.6], [1.1, 0.3, -1.6], [-0.4, 0.3, 0.0], [-0.8, 0.5, 0.2], [0.1, -0.3, -0.3], [-0.8, 1.1, -0.5], [0.2, 0.5, 0.3], [-1.1, -0.4, 0.3], [1.8, -0.4, 0.3], [-0.7, 1.0, 1.3], [0.5, 1.8, 0.1], [0.5, -1.8, 0.5], [0.4, 0.8, -0.8], [-1.5, -0.1, 0.2], [0.8, 0.2, 0.1], [1.1, -1.2, 0.8], [-0.4, -2.2, -0.1], [-0.9, 0.0, 0.0], [-0.6, 0.0, 0.0], [1.9, -0.4, 0.8], [-0.3, 0.0, -1.1], [0.5, 0.4, -0.2], [0.0, 0.9, 0.9], [0.2, -0.3, -0.6], [-0.4, 0.9, 0.6], [-1.0, 0.1, -0.5], [-0.1, 0.3, 0.0], [-0.1, 0.4, 0.1], [-0.1, 0.9, 0.0], [-0.2, -1.0, 1.7], [0.4, 0.0, -0.3], [-0.2, -0.6, -0.7], [0.6, 0.4, 0.7], [0.5, 0.5, -0.4], [0.7, -0.4, -0.3], [-0.1, 0.7, 0.2], [0.6, -0.3, -0.8], [0.9, 0.9, 0.5], [-0.4, 0.5, 0.0], [-0.2, -0.6, 0.5], [-0.4, 0.1, 0.6], [0.4, -0.1, 0.8], [-0.2, -0.8, 0.6], [0.2, -0.6, -0.7], [-0.2, -1.0, -0.3], [0.7, -0.5, 0.0], [-0.3, 0.5, 0.0], [0.1, -0.2, -0.3], [-1.0, 0.6, -0.9], [-0.3, 0.3, 0.0], [-0.7, -0.3, 0.2], [0.4, -0.2, -0.1], [0.0, 0.7, 0.1], [0.2, 0.2, -0.3], [-0.2, 0.3, 0.5], [0.0, -0.3, 0.5], [0.3, -0.5, -0.2], [0.2, -0.2, -0.9], [-0.2, -1.8, 0.4], [-0.7, 0.6, -0.4], [0.5, -0.2, 0.4], [-0.2, -0.2, -0.1], [-0.1, 0.0, 0.1], [0.3, 0.4, -0.4], [0.3, -0.1, -0.1], [0.6, -0.1, -0.2], [-0.4, -0.2, 0.6], [-0.3, -0.1, 0.4], [0.5, 0.4, 0.2], [-0.2, 0.5, -1.6], [0.3, 0.1, -0.4], [-0.5, 0.3, 0.1], [0.2, 1.1, -0.1], [-0.2, 0.2, -0.2], [-0.2, -0.3, 0.5], [0.5, -0.2, -0.5], [0.3, 0.9, -0.3], [-0.5, 0.1, -0.6], [-0.3, 0.3, 0.4], [-0.1, 0.1, 0.1], [-0.1, -0.7, 0.7], [0.1, 1.2, 0.2], [-0.4, -0.7, -0.7], [-0.2, -1.1, 0.2], [0.6, -0.5, -0.7], [1.0, -0.2, 0.4], [0.1, -0.3, -0.3], [-0.5, 0.8, 0.2], [0.5, 0.2, 0.3], [0.1, 0.3, -0.1], [-0.2, 0.8, -0.4], [-1.1, 0.4, 0.0], [0.1, 0.2, 0.4], [-0.1, -0.4, -0.3]],
  "de_lowest_kcal_mol": 29.2,
  "s2": 3.788,
  "total_charge": 2,
  "multiplicity": 4,
  "total_energy_ha": -7013.7608,
  "orbital_gap_ev": [6.4691, 2.8332]
}



{
  "formula": "C3H3Cl3",
  "method": "the ωB97M-V functional and the def2-TZVPD basis",
  "symbols": ["C", "C", "C", "Cl", "Cl", "Cl", "H", "H", "H"],
  "coordinates": [[-0.694, -0.175, -1.418], [-0.463, -1.207, -2.281], [-0.211, 0.009, -0.061], [-1.874, 1.016, -2.048], [-1.134, -1.185, -3.847], [0.681, -2.491, -2.013], [0.517, -0.828, 0.109], [-1.053, -0.152, 0.692], [0.237, 0.970, 0.182]],
  "forces_ev_per_a": [[-1.1, -0.6, -2.5], [0.4, 1.4, 1.0], [-0.1, -1.6, 2.0], [0.7, -0.3, 0.9], [0.0, -0.6, -0.4], [-0.4, 0.4, 0.2], [-0.4, 0.9, 0.1], [0.9, 0.2, -1.0], [0.0, 0.0, -0.4]],
  "smiles": "CC(Cl)=C(Cl)Cl",
  "de_lowest_kcal_mol": 2.2,
  "multiplicity": 1,
  "total_energy_ha": -1496.6607,
  "orbital_gap_ev": 9.9445
}



{
  "formula": "CH5N3O",
  "method": "the ωB97M-V functional and the def2-TZVPD basis",
  "symbols": ["C", "H", "H", "H", "H", "H", "N", "N", "N", "O"],
  "coordinates": [[0.078, -0.672, 0.135], [0.098, 1.060, 2.462], [1.680, 0.553, 2.316], [0.103, -1.492, 0.811], [-1.272, -1.319, -1.121], [-0.359, 1.109, -1.034], [0.645, 0.321, 2.061], [0.607, 0.440, 0.487], [-0.471, -0.759, -1.126], [-0.773, 0.513, -1.775]],
  "forces_ev_per_a": [[0.1, 1.9, -1.3], [-0.3, 0.6, -0.4], [-2.5, -0.4, -0.6], [-0.6, -1.0, 0.2], [-1.4, -0.9, -0.3], [-0.9, -0.7, -1.6], [3.7, -0.2, -1.7], [-0.9, 0.1, 3.1], [1.2, 0.9, -0.3], [1.5, -0.4, 2.9]],
  "smiles": "N/N=C/NO",
  "de_lowest_kcal_mol": 77.6,
  "multiplicity": 1,
  "total_energy_ha": -280.4809,
  "orbital_gap_ev": 10.4624
}